1.
Density functional theory data (ωB97M-V with the def2-TZVPD basis set) for a structure of composition C29H19Br2CaN4O7Si.

Each line ends with the Mulliken charge.
Positions of all 63 atoms, in Å:
Ca -0.0412 0.1223 0.3616  1.543
O -0.1475 -1.2310 4.3755  -0.715
C -0.2518 -1.3403 3.1604  0.208
O 0.4790 -0.7324 2.3010  -0.874
C -1.3153 -2.3268 2.6382  0.350
C -1.7623 -3.2361 3.5618  -0.384
C -2.6824 -4.2322 3.2253  -0.543
C -3.1909 -4.3224 1.9495  -0.158
C -2.7843 -3.3996 1.0068  -0.495
C -1.8250 -2.3570 1.2837  0.604
O -1.4601 -1.5445 0.3834  -0.536
N -3.3934 -3.5281 -0.3026  0.914
O -3.9615 -4.5850 -0.5596  -0.676
O -3.3152 -2.6144 -1.1025  -0.564
N -3.1120 -5.1843 4.2206  1.060
O -2.6321 -5.1085 5.3396  -0.653
O -3.8944 -6.0623 3.8835  -0.666
H -1.3772 -3.1644 4.5687  0.603
H -3.9041 -5.0877 1.6873  0.608
Br 0.9213 0.4747 -6.7612  -0.186
C 0.6717 0.3014 -4.8944  -0.127
C -0.6029 0.2784 -4.3655  -0.918
C -0.7128 0.1528 -2.9897  -0.465
N 0.3372 0.0581 -2.1805  0.318
C 1.5684 0.0709 -2.7010  0.438
C 1.7763 0.1948 -4.0701  -0.719
C 2.6878 -0.0699 -1.7416  0.489
C 4.0193 -0.1216 -2.1453  -0.694
C 4.9938 -0.2849 -1.1804  -0.001
Br 6.8114 -0.3593 -1.6972  -0.177
C 4.6522 -0.4003 0.1545  -0.704
C 3.3049 -0.3321 0.4658  -0.384
N 2.3573 -0.1653 -0.4510  -0.071
H -1.4853 0.3599 -4.9823  0.525
H -1.6897 0.1359 -2.5221  0.624
H 2.7648 0.2106 -4.5023  0.419
H 4.3046 -0.0436 -3.1828  0.447
H 5.3955 -0.5377 0.9249  0.434
H 2.9564 -0.4226 1.4904  0.500
C -4.0912 3.4950 4.1430  -0.333
C -3.7804 2.2040 3.7380  -0.750
C -3.0500 1.9998 2.5758  0.188
C -2.6230 3.0654 1.7770  -0.018
C -2.9499 4.3534 2.2064  -0.284
C -3.6706 4.5708 3.3740  -0.557
Si -1.6080 2.7240 0.1939  0.543
C -2.9428 2.3156 -1.1264  0.361
C -3.2458 3.1570 -2.1999  -0.449
C -4.1334 2.7751 -3.2003  -0.512
C -4.7597 1.5371 -3.1435  -0.510
C -4.4914 0.6866 -2.0769  -0.343
C -3.5919 1.0735 -1.0924  -0.324
H -4.6507 3.6616 5.0556  0.352
H -4.0905 1.3548 4.3349  0.389
H -2.8014 0.9802 2.2928  0.128
H -2.6351 5.2047 1.6125  0.288
H -3.9056 5.5831 3.6834  0.352
H -1.2375 4.1289 -0.2207  -0.416
H -2.7711 4.1307 -2.2580  0.320
H -4.3418 3.4498 -4.0235  0.369
H -5.4545 1.2393 -3.9198  0.388
H -4.9651 -0.2864 -2.0165  0.403
H -3.3791 0.3708 -0.2897  0.042

Forces on atoms 1 to 3 (eV/Å):
-0.0075 0.1463 -0.0790
0.0330 -0.0035 -0.0541
-0.1624 -0.1895 0.3016

## Properties
Orbital gap: 5.29 eV
E_HOMO: -4.54 eV
Maximum force: 0.58 eV Å⁻¹
Net charge: -1

---

2.
Density functional theory data (ωB97M-V with the def2-TZVPD basis set) for a structure of composition C29H19F10FeI2N6O2 in a non-equilibrium geometry.

Each line ends with the Mulliken charge.
Positions of all 69 atoms, in Å:
Fe -0.6819 -0.4951 -0.1537  0.368
O 0.4477 2.2737 -3.0848  -0.701
C 0.1185 1.3200 -2.4116  0.210
N -0.6052 1.3521 -1.2295  0.247
C -1.0750 2.4973 -0.6126  0.226
O -0.9508 3.6904 -0.9238  -0.697
C -1.7356 2.1918 0.7187  0.311
C -2.3700 3.2127 1.3912  -0.748
C -2.9554 2.9492 2.6019  -0.433
C -2.9304 1.6395 3.0810  -0.893
C -2.3250 0.6596 2.3238  -0.458
N -1.6979 0.9525 1.1757  0.409
C 0.4930 -0.0631 -2.8872  0.306
C 1.2312 -0.2554 -4.0442  -0.968
C 1.4575 -1.5908 -4.3884  -0.525
C 0.9414 -2.6381 -3.6575  -0.918
C 0.2267 -2.3460 -2.4658  -0.156
N 0.0780 -1.0899 -2.0711  0.475
H -2.4103 4.1943 0.9672  0.631
H -3.4291 3.8155 3.1053  0.397
H -3.3619 1.4008 4.0470  0.433
H -2.2672 -0.3982 2.5954  0.411
H 1.5440 0.6117 -4.5617  0.930
H 2.0247 -1.7718 -5.3144  0.419
H 0.9624 -3.6775 -3.9573  0.443
H -0.2390 -3.1230 -1.8330  0.374
C 1.3319 -0.5881 2.4640  -1.145
N 1.4118 -0.9284 1.0161  1.474
C 1.2908 -2.3963 0.8705  -1.011
C 0.0162 -3.0230 1.4030  -1.139
N -1.1048 -2.2848 0.8459  0.945
C -2.2556 -3.0685 0.7101  -0.667
C -3.2008 -2.5038 -0.1531  0.223
F -2.9344 -1.3101 -0.7330  -0.403
C -4.3840 -3.1131 -0.4813  0.201
F -5.1304 -2.4804 -1.4056  -0.305
C -4.7064 -4.3540 0.0642  0.544
F -5.9094 -4.9154 -0.2388  -0.308
C -3.8271 -4.9349 0.9082  0.345
F -4.1617 -6.1232 1.4483  -0.304
C -2.6170 -4.3031 1.2604  0.131
F -1.7503 -5.0245 2.0575  -0.342
C 2.7865 -0.6101 0.5844  -1.280
C 3.1916 0.8388 0.7114  -1.278
N 2.6870 1.6086 -0.4063  0.031
C 2.1973 2.8280 -0.1248  0.154
C 1.5236 3.2997 1.0783  0.168
F 1.2105 2.4881 2.1043  -0.442
C 0.9000 4.5212 1.1381  0.428
F 0.1038 4.8503 2.1554  -0.402
C 1.0481 5.4464 0.0676  0.439
F 0.4278 6.5804 0.1176  -0.320
C 1.7933 5.1036 -1.0454  0.501
F 2.0166 5.9407 -2.0852  -0.323
C 2.3385 3.8218 -1.1201  0.204
F 3.1750 3.5385 -2.0966  -0.356
H 2.0688 -1.1716 3.0385  0.334
H 0.2710 -0.6923 2.8216  0.164
H 1.5195 0.4935 2.6275  0.161
H 2.1910 -2.8704 1.3073  0.454
H 1.4592 -2.5649 -0.2051  0.275
H 0.0873 -3.0663 2.5035  0.304
H -0.0125 -4.0784 1.0869  0.606
H 2.9752 -0.9309 -0.4530  0.292
H 3.4188 -1.1608 1.2637  0.517
H 4.2643 0.9607 0.6333  0.527
H 2.9896 1.2346 1.6954  0.550
I 4.7882 0.8110 -3.6169  0.050
I 6.0206 -1.1810 -2.2287  -0.089

Forces on atoms 1 to 3 (eV/Å):
-0.0389 0.0181 0.5027
0.1807 0.0663 -0.1622
-0.4385 1.0425 0.5253

## Properties
Orbital gap (spin up / spin down): 5.64 / 5.76 eV
E_HOMO (spin up / spin down): -7.70 / -7.82 eV
Maximum force: 2.35 eV Å⁻¹
Spin multiplicity: 6

---

3.
Density functional theory data (ωB97M-V with the def2-TZVPD basis set) for a cluster of 2 separate species, C29H19F7O5 in total in a non-equilibrium geometry.

Each line ends with the Mulliken charge.
Positions of all 60 atoms, in Å:
O 0.7364 -2.4350 -1.3772  -0.615
C 0.3999 -1.7469 -0.4374  0.556
C 1.2664 -0.5490 0.0298  0.119
C 2.6389 -0.3664 -0.7229  -0.998
C 2.3215 0.6099 -1.9442  -0.023
F 3.4625 1.2850 -2.3998  -0.374
C 0.8739 0.3071 1.0257  0.547
C 1.7799 1.4808 1.4844  0.219
C 2.4182 1.3042 2.8042  -0.273
C 3.2937 2.3020 3.4001  -0.609
C 3.5337 3.5311 2.6391  -0.352
C 2.8897 3.7189 1.3318  -0.747
C 2.0072 2.7060 0.7306  -0.067
C -0.4912 0.1182 1.7852  0.737
O -0.7453 0.9053 2.6652  -0.608
C -1.3697 -1.0799 1.3782  0.079
C -0.9402 -2.0095 0.3125  0.094
C -1.7004 -3.1788 -0.1031  -0.531
C -2.9621 -3.4563 0.5830  -0.848
C -3.3993 -2.5250 1.6115  -0.366
C -2.6475 -1.3329 2.0317  0.423
C -3.2777 -0.4386 3.1462  -0.490
O -3.1513 -0.8253 4.2755  -0.471
C -4.0909 0.8924 2.8468  1.056
F -4.3393 1.5899 4.0183  -0.311
F -3.2945 1.7475 2.0904  -0.300
C -5.4989 0.6613 2.1706  0.499
F -5.5856 -0.4839 1.4115  -0.271
F -6.4111 0.5034 3.2025  -0.278
C -5.9755 1.8594 1.2378  0.867
F -5.2193 1.9578 0.0873  -0.259
F -7.2472 1.4879 0.8033  -0.276
C -6.1629 3.2276 1.9952  0.204
O -7.1163 3.3641 2.7028  -0.471
O -5.2347 4.2057 1.7610  -0.413
H 2.9894 -1.3448 -1.1483  0.361
H 3.3979 0.0569 -0.0219  0.494
H 1.5173 1.2991 -1.5561  0.158
H 1.8311 0.0233 -2.7689  0.151
H 2.2119 0.3729 3.3829  0.331
H 3.7416 2.0740 4.3905  0.349
H 4.1967 4.3198 3.0561  0.355
H 3.1083 4.6944 0.8326  0.338
H 1.5354 2.8658 -0.2643  0.383
H -1.3484 -3.8812 -0.8882  0.423
H -3.6242 -4.3234 0.3569  0.361
H -4.3606 -2.7238 2.1443  0.432
H -5.5812 5.0647 2.0729  0.379
C 3.1732 -1.3249 -4.9775  -0.412
C 4.3202 -1.2892 -5.7608  -0.468
C 5.2801 -2.2857 -5.6342  -0.405
C 5.0953 -3.3167 -4.7208  -0.365
C 3.9525 -3.3479 -3.9308  -0.516
C 2.9904 -2.3535 -4.0594  -0.130
H 2.4216 -0.5507 -5.0813  0.370
H 4.4659 -0.4839 -6.4715  0.360
H 6.1732 -2.2591 -6.2478  0.356
H 5.8429 -4.0953 -4.6239  0.363
H 3.8107 -4.1489 -3.2141  0.385
H 2.0979 -2.3797 -3.4443  0.500

Forces on atoms 1 to 3 (eV/Å):
-0.1497 0.3573 0.5676
-0.5872 0.7827 0.8386
0.5633 -0.0881 0.1560

## Properties
Orbital gap: 7.71 eV
E_HOMO: -9.30 eV
Maximum force: 2.79 eV Å⁻¹